# 1
C4H13NP2S2 | ωB97M-V/def2-TZVPD

Calculated values
- Frontier orbital gap: 0.284 Eh
- Total energy: -46096.3940 eV
- Spin multiplicity: 1
- LUMO energy: -0.212 eV
- Relative energy (zero: lowest compared OMol25 entry of this formula, charge and spin): 40.69 kcal per mole
- SMILES: C/P=N/P(C)(C)=S.CS

Positions of all 22 atoms, in Å:
C (1.033, 2.641, -1.139)
P (0.836, 1.517, 0.332)
N (-0.455, 0.834, -0.187)
P (-1.500, -0.341, 0.173)
C (-3.026, 0.200, -0.637)
C (-1.848, -0.561, 1.988)
S (-0.740, -1.909, -0.739)
H (0.014, 2.909, -1.630)
H (1.497, 3.534, -0.668)
H (1.558, 2.289, -2.040)
H (-3.569, -0.671, -0.738)
H (-3.506, 0.874, -0.012)
H (-2.943, 0.557, -1.671)
H (-1.203, -1.355, 2.349)
H (-1.715, 0.373, 2.590)
H (-2.932, -0.842, 1.992)
C (2.907, -2.328, 0.562)
S (2.677, -0.655, -0.097)
H (3.525, -2.735, -0.160)
H (1.822, -2.746, 0.521)
H (3.412, -2.412, 1.530)
H (4.053, -0.405, -0.230)

# 2
C22H47N2O12S2 | ωB97M-V/def2-TZVPD

Calculated values
- Frontier orbital gap: 0.241 Eh
- Total energy: -72782.8613 eV
- Spin multiplicity: 1
- LUMO energy: 0.871 eV
- Relative energy (zero: lowest compared OMol25 entry of this formula, charge and spin): 362.29 kcal per mole
- Total charge: -1

Positions of all 85 atoms, in Å:
C (-11.676, -0.048, -3.677)
C (-10.572, -0.528, -2.777)
C (-9.503, -1.687, -3.288)
O (-9.824, -2.977, -3.435)
O (-8.117, -1.195, -3.567)
C (-7.473, -0.827, -2.293)
C (-5.832, -0.706, -2.486)
C (-5.372, 0.691, -3.218)
C (-4.452, 1.609, -2.167)
C (-2.888, 1.335, -2.574)
C (-1.884, 1.137, -1.254)
S (-0.159, 1.584, -1.854)
O (-0.014, 0.905, -3.272)
O (-0.090, 3.111, -2.116)
N (1.142, 0.943, -0.881)
S (0.809, 1.064, 0.833)
O (-0.126, 2.230, 1.235)
O (0.248, -0.349, 1.260)
O (2.324, 1.233, 1.616)
C (2.171, 1.552, 3.047)
C (3.695, 1.368, 3.710)
N (3.876, 2.121, 5.009)
C (5.364, 2.112, 5.409)
C (5.613, 2.594, 6.962)
C (4.390, 3.507, 7.570)
O (6.855, 3.424, 7.075)
H (-11.829, 1.110, -3.790)
H (-12.426, -0.788, -4.237)
H (-10.425, -0.107, -1.670)
H (-7.954, 0.174, -1.900)
H (-7.725, -1.663, -1.512)
H (-5.341, -0.788, -1.413)
H (-5.514, -1.612, -3.182)
H (-6.307, 1.277, -3.616)
H (-4.711, 0.448, -4.180)
H (-4.699, 2.754, -2.395)
H (-4.699, 1.398, -1.042)
H (-2.515, 2.283, -3.171)
H (-2.727, 0.382, -3.270)
H (-2.226, 1.854, -0.365)
H (-2.000, 0.035, -0.871)
H (1.884, 2.695, 3.235)
H (1.429, 0.829, 3.621)
H (4.428, 1.829, 2.888)
H (3.898, 0.213, 3.797)
H (3.683, 3.132, 4.822)
H (5.974, 2.879, 4.730)
H (5.859, 1.062, 5.258)
H (5.771, 1.671, 7.702)
H (3.520, 2.834, 8.015)
H (4.010, 4.227, 6.715)
H (4.778, 4.172, 8.453)
H (6.665, 4.312, 6.630)
C (-3.859, -2.776, -5.312)
O (-5.104, -3.392, -5.000)
C (-6.122, -3.071, -5.953)
C (-6.324, -4.210, -6.959)
O (-5.167, -4.394, -7.780)
C (-4.359, -5.482, -7.341)
H (-3.077, -3.270, -4.729)
H (-3.608, -2.865, -6.372)
H (-3.892, -1.719, -5.029)
H (-5.893, -2.129, -6.465)
H (-7.052, -2.931, -5.392)
H (-7.151, -3.946, -7.627)
H (-6.591, -5.142, -6.448)
H (-4.815, -6.426, -7.652)
H (-4.218, -5.480, -6.259)
H (-3.379, -5.393, -7.817)
C (11.594, 0.319, 3.023)
O (11.520, -0.224, 4.338)
C (10.923, 0.685, 5.268)
C (9.455, 0.334, 5.528)
O (8.658, 0.515, 4.353)
C (8.401, -0.714, 3.680)
H (11.789, -0.499, 2.325)
H (10.663, 0.811, 2.728)
H (12.421, 1.033, 2.968)
H (11.026, 1.720, 4.922)
H (11.477, 0.589, 6.208)
H (9.059, 1.016, 6.289)
H (9.357, -0.688, 5.911)
H (7.619, -1.266, 4.208)
H (9.295, -1.333, 3.595)
H (8.045, -0.483, 2.672)

# 3
C15H42N6O5 | ωB97M-V/def2-TZVPD

Calculated values
- Frontier orbital gap: 0.203 Eh
- Total energy: -35405.3265 eV
- Spin multiplicity: 1
- LUMO energy: -0.421 eV

Positions of all 68 atoms, in Å:
N (-0.814, 0.082, -0.977)
H (-0.933, -0.673, -1.638)
H (-0.083, -0.143, -0.317)
H (-1.684, 0.335, -0.530)
H (-0.446, 0.920, -1.403)
N (-2.345, 4.951, 0.559)
H (-1.644, 4.705, -0.125)
H (-2.551, 4.098, 1.060)
H (-3.125, 5.438, 0.143)
H (-1.942, 5.649, 1.168)
C (-0.503, 6.234, -3.217)
C (-0.360, 4.691, -3.337)
O (0.135, 3.939, -2.199)
H (-0.506, 6.700, -2.232)
H (-1.477, 6.541, -3.598)
H (0.110, 6.809, -3.911)
H (0.058, 4.314, -4.270)
H (-1.342, 4.248, -3.502)
C (-6.728, 0.943, 1.258)
C (-5.412, 1.638, 1.711)
O (-4.194, 1.299, 1.098)
H (-6.733, -0.146, 1.306)
H (-6.977, 1.292, 0.256)
H (-7.457, 1.239, 2.013)
H (-5.352, 1.529, 2.794)
H (-5.663, 2.698, 1.669)
C (4.399, 1.835, 2.386)
O (4.444, 2.358, 3.491)
N (5.265, 1.029, 1.752)
C (5.132, 0.302, 0.413)
C (6.571, 0.787, 2.326)
H (3.488, 1.898, 1.772)
H (4.192, 0.322, -0.138)
H (5.253, -0.777, 0.511)
H (5.909, 0.598, -0.292)
H (7.361, 0.863, 1.579)
H (6.877, 1.439, 3.144)
H (6.483, -0.227, 2.716)
C (-0.781, -3.500, -5.133)
O (-0.893, -2.691, -4.245)
N (0.269, -3.456, -5.951)
C (0.513, -4.633, -6.830)
C (1.414, -2.510, -5.945)
H (-1.530, -4.274, -5.361)
H (0.284, -4.330, -7.852)
H (-0.020, -5.564, -6.635)
H (1.572, -4.888, -6.856)
H (2.407, -2.932, -6.100)
H (1.349, -2.035, -6.924)
H (1.484, -1.860, -5.072)
C (1.723, -2.282, 2.954)
O (1.439, -1.597, 2.011)
N (1.161, -2.162, 4.163)
C (0.158, -1.112, 4.542)
C (1.576, -2.978, 5.249)
H (2.562, -2.994, 2.979)
H (-0.599, -1.572, 5.177)
H (-0.382, -0.524, 3.800)
H (0.655, -0.357, 5.151)
H (2.086, -2.516, 6.094)
H (0.804, -3.608, 5.691)
H (2.300, -3.745, 4.972)
C (-3.084, -3.250, 2.808)
C (-2.295, -4.456, 2.809)
N (-1.664, -5.402, 2.705)
H (-3.338, -2.857, 3.792)
H (-3.998, -3.277, 2.214)
H (-2.579, -2.397, 2.355)

# 4
C7H11NO | ωB97M-V/def2-TZVPD

Calculated values
- Frontier orbital gap: 0.407 Eh
- Total energy: -10974.2847 eV
- Spin multiplicity: 1
- LUMO energy: 0.621 eV
- Relative energy (zero: lowest compared OMol25 entry of this formula, charge and spin): 22.86 kcal per mole
- SMILES: CC(C)(C)[C@@H](C#N)C=O

Positions of all 20 atoms, in Å:
C (0.678, 1.127, 0.053)
C (-0.109, -0.179, -0.079)
C (0.465, -1.012, -1.229)
C (-0.006, -0.986, 1.217)
C (-1.580, 0.152, -0.422)
C (-2.422, -1.183, -0.253)
N (-3.030, -2.141, -0.149)
C (-2.273, 1.147, 0.466)
O (-3.059, 1.960, 0.073)
H (0.308, 1.727, 0.884)
H (0.601, 1.716, -0.859)
H (1.731, 0.905, 0.230)
H (-0.129, -1.911, -1.383)
H (1.485, -1.312, -1.003)
H (0.475, -0.442, -2.155)
H (-0.485, -1.957, 1.105)
H (-0.468, -0.474, 2.057)
H (1.041, -1.154, 1.461)
H (-1.694, 0.446, -1.467)
H (-2.034, 1.051, 1.541)

# 5
C2H2P2S2 | ωB97M-V/def2-TZVPD

Calculated values
- Frontier orbital gap (alpha / beta): 0.250 / 0.250 Eh
- Total energy: -42351.9152 eV
- Spin multiplicity: 1
- LUMO energy (alpha / beta): -1.319 / -1.318 eV
- Relative energy (zero: lowest compared OMol25 entry of this formula, charge and spin): 57.81 kcal per mole
- SMILES: S=C1[PH]#P=CS1

Positions of all 8 atoms, in Å:
S (0.846, 1.994, -1.976)
C (0.407, 0.663, -0.772)
P (-1.153, -0.202, -0.820)
P (-0.845, -1.511, 0.825)
C (0.299, -0.422, 1.520)
S (1.009, 0.921, 0.729)
H (-1.081, -0.878, -1.995)
H (0.517, -0.565, 2.489)

# 6
C4H14N2O2 | ωB97M-V/def2-TZVPD

Calculated values
- Frontier orbital gap: 0.366 Eh
- Total energy: -11449.1408 eV
- Spin multiplicity: 1
- LUMO energy: 0.845 eV
- Relative energy (zero: lowest compared OMol25 entry of this formula, charge and spin): 35.73 kcal per mole
- SMILES: NCCCNCO.O

Positions of all 22 atoms, in Å:
N (-1.170, 0.402, -2.793)
C (0.243, 0.162, -2.420)
C (0.809, 1.211, -1.442)
C (0.951, 0.664, -0.027)
N (-0.272, 0.764, 0.753)
C (-0.284, 0.677, 2.193)
O (-0.506, -0.662, 2.672)
H (-1.256, 1.177, -3.428)
H (-1.736, 0.385, -1.965)
H (0.870, 0.094, -3.318)
H (0.220, -0.854, -2.001)
H (0.152, 2.088, -1.452)
H (1.796, 1.500, -1.811)
H (1.429, -0.320, -0.103)
H (1.740, 1.178, 0.558)
H (-1.004, 0.132, 0.445)
H (0.693, 0.910, 2.654)
H (-1.138, 1.218, 2.594)
H (0.208, -1.090, 3.134)
O (0.221, -2.662, 0.900)
H (-0.074, -1.794, 0.607)
H (0.742, -2.919, 0.139)